# 1
ORCA calculation (the ωB97M-V functional and the def2-TZVPD basis) on a 6-piece molecular cluster, C33H77NO8P overall.

```
120
Properties=species:S:1:pos:R:3:forces:R:3:lowdin_spin:R:1
C 1.583367 -1.089102 -4.358804 0.086 -0.136 0.129 0.000
C 2.911733 -0.455669 -3.953357 0.005 -0.121 -0.096 0.000
C 3.810818 -1.456517 -3.223538 -0.060 -0.057 -0.046 0.000
C 3.463776 -1.728514 -1.750059 -0.018 0.006 0.080 0.000
O 2.393969 -0.897845 -1.292177 0.096 0.150 -0.068 0.003
C 2.412288 -0.603815 0.094539 0.038 -0.005 0.001 0.001
P 2.530545 -2.173536 1.062119 -0.336 -0.499 0.176 0.000
O 1.807236 -3.339023 0.501164 0.018 0.038 -0.064 0.000
C 1.072799 0.014203 0.459077 -0.073 -0.099 -0.087 0.001
C 0.773910 1.333404 -0.258222 -0.038 -0.067 -0.145 0.025
C 0.230798 1.087542 -1.680509 0.062 0.015 -0.156 0.010
C -0.293530 2.081418 0.546260 -0.032 -0.069 0.015 0.012
N 2.016592 2.156392 -0.355670 -0.135 0.011 0.718 0.400
O 1.804041 3.399345 -0.524610 0.054 0.092 -0.421 0.495
C 3.239111 1.852021 0.458129 0.051 -0.031 -0.256 0.026
C 4.407073 2.575587 -0.211015 -0.039 0.026 -0.012 0.003
C 3.035916 2.415075 1.872063 0.050 0.008 0.068 0.019
C 3.549511 0.336516 0.487245 -0.013 0.044 0.159 -0.001
H 1.028641 -1.429876 -3.482408 -0.017 0.086 0.005 0.000
H 1.781014 -1.973337 -4.970399 -0.074 0.042 -0.082 0.000
H 0.950998 -0.410370 -4.931003 0.004 0.040 0.025 0.000
H 3.442552 -0.134984 -4.853712 -0.032 0.047 0.015 0.000
H 2.749735 0.431491 -3.341182 0.033 0.000 -0.001 0.000
H 3.748251 -2.403925 -3.766004 0.100 0.008 0.007 0.000
H 4.853527 -1.138472 -3.286107 -0.038 0.092 0.014 0.000
H 4.350569 -1.540614 -1.136820 0.021 -0.057 -0.035 0.000
H 3.178372 -2.771137 -1.593485 -0.056 -0.003 -0.026 0.000
H 2.071390 -1.794329 2.341658 0.211 0.186 0.026 0.000
H 3.904908 -2.396948 1.307063 0.043 0.148 -0.064 0.000
H 0.272170 -0.686358 0.208474 -0.005 -0.023 0.079 0.000
H 1.047174 0.159527 1.542984 0.049 0.079 -0.015 0.000
H 0.968243 1.338356 -2.440534 0.039 0.013 0.073 0.000
H -0.656121 1.691962 -1.865855 -0.008 0.018 0.005 0.001
H -0.028880 0.040116 -1.818303 -0.078 0.028 -0.012 0.000
H -0.600985 2.984393 0.024682 0.044 0.012 0.025 0.001
H -1.161888 1.425540 0.649477 -0.004 0.026 -0.015 0.001
H 0.055398 2.351497 1.543024 0.005 -0.004 -0.003 0.000
H 4.137602 3.608079 -0.415556 0.049 0.023 0.078 -0.001
H 4.679485 2.107121 -1.157873 -0.042 0.000 0.009 0.000
H 5.279538 2.562602 0.444618 0.006 -0.040 -0.004 0.000
H 2.056495 2.169989 2.280958 0.022 -0.088 0.015 0.000
H 3.134343 3.499723 1.861402 -0.094 0.014 -0.055 0.003
H 3.792284 2.011843 2.548152 0.020 0.039 -0.032 0.002
H 3.885292 0.092768 1.502200 -0.004 -0.005 0.002 0.000
H 4.401227 0.133671 -0.162411 -0.017 0.016 0.021 0.000
C 8.956022 4.409015 -1.919790 -0.006 0.003 0.014 0.000
C 7.777101 3.633411 -2.481996 -0.007 0.004 -0.009 0.000
O 6.513757 4.128113 -2.075815 0.022 -0.021 0.007 0.000
C 6.218184 5.462204 -2.455016 -0.021 -0.001 0.012 0.000
C 6.202425 5.688291 -3.956593 -0.005 -0.017 -0.004 0.000
H 8.886897 4.475759 -0.833186 0.004 0.001 -0.001 0.000
H 9.885902 3.899729 -2.177173 0.001 -0.002 0.009 0.000
H 9.012643 5.420552 -2.323344 0.005 -0.004 -0.011 0.000
H 7.799810 2.605799 -2.116874 0.014 -0.001 -0.005 0.000
H 7.841901 3.588000 -3.575364 -0.010 0.009 0.000 0.000
H 6.909964 6.162334 -1.972614 0.011 -0.011 0.000 0.000
H 5.227856 5.650870 -2.039973 -0.001 0.010 -0.007 0.000
H 7.193288 5.583830 -4.400583 0.003 0.012 0.004 0.000
H 5.851361 6.698887 -4.169668 -0.008 -0.004 -0.003 0.000
H 5.530002 4.979744 -4.441905 0.000 0.004 -0.002 0.000
C -5.057698 -1.914894 -2.888777 -0.014 0.010 0.023 0.000
C -3.876150 -0.999808 -2.621154 -0.002 0.029 -0.006 0.000
O -3.330417 -1.140715 -1.321352 0.085 -0.019 0.098 0.000
C -2.800999 -2.418369 -0.999759 -0.050 0.019 0.013 0.000
C -1.640716 -2.841090 -1.877546 0.021 0.051 -0.097 0.000
H -5.813440 -1.784728 -2.112242 0.001 0.001 -0.008 0.000
H -5.502830 -1.668513 -3.854045 -0.006 0.004 0.004 0.000
H -4.767595 -2.966287 -2.918498 0.002 0.001 -0.010 0.000
H -4.197723 0.041202 -2.669877 0.008 0.000 -0.017 0.000
H -3.099737 -1.134899 -3.382902 0.002 -0.019 0.009 0.000
H -3.596009 -3.173797 -1.013402 0.013 -0.017 -0.011 0.000
H -2.469228 -2.322915 0.035076 0.020 -0.031 0.001 0.000
H -1.948048 -3.012559 -2.910602 -0.013 -0.020 0.009 0.000
H -1.198460 -3.764489 -1.503071 0.023 0.027 0.039 0.000
H -0.873291 -2.065221 -1.877325 0.055 -0.062 0.005 0.000
C -8.870894 1.858374 -0.263370 -0.001 -0.003 0.012 0.000
C -7.792834 2.856217 0.127183 0.000 0.000 0.010 0.000
O -7.045363 2.478596 1.269464 0.010 0.004 -0.033 0.000
C -6.339284 1.251461 1.149511 -0.015 -0.026 0.021 0.000
C -5.296046 1.233473 0.048108 -0.020 0.034 -0.018 0.000
H -9.524029 1.650237 0.585295 -0.002 0.000 -0.004 0.000
H -9.475252 2.270939 -1.073020 -0.006 0.002 0.006 0.000
H -8.450843 0.913190 -0.609744 0.003 0.002 -0.008 0.000
H -8.246726 3.810561 0.395777 -0.009 -0.001 -0.007 0.000
H -7.128271 3.043591 -0.724504 0.009 -0.003 0.007 0.000
H -7.036069 0.418678 1.010596 -0.006 0.014 -0.006 0.000
H -5.857713 1.117042 2.119672 0.005 0.006 -0.003 0.000
H -5.751916 1.296170 -0.942303 -0.007 -0.009 0.003 0.000
H -4.733814 0.299796 0.081446 0.020 0.013 -0.003 0.000
H -4.599795 2.067369 0.156852 0.002 -0.005 0.007 0.000
C 4.386988 -3.248644 5.177780 -0.045 -0.067 -0.056 0.000
C 4.142417 -1.802158 5.564406 0.026 0.032 0.008 0.000
O 2.867246 -1.314149 5.181836 -0.014 0.025 -0.062 0.000
C 1.751801 -1.985371 5.747591 -0.005 -0.005 -0.014 0.000
C 1.701954 -1.930615 7.263980 0.008 0.015 0.001 0.000
H 4.199714 -3.394519 4.112262 0.016 -0.014 0.001 0.000
H 5.421171 -3.524947 5.386617 0.010 0.032 -0.002 0.000
H 3.746768 -3.937646 5.729857 0.008 0.009 0.018 0.000
H 4.849738 -1.151986 5.048399 0.016 -0.009 0.008 0.000
H 4.303989 -1.662520 6.639052 -0.022 0.002 0.003 0.000
H 1.712789 -3.025328 5.403789 0.014 0.001 -0.004 0.000
H 0.884110 -1.475880 5.327641 -0.008 -0.007 0.009 0.000
H 2.512847 -2.496828 7.723561 -0.007 -0.012 -0.002 0.000
H 0.762220 -2.360246 7.613441 -0.002 0.009 0.002 0.000
H 1.761238 -0.898707 7.612105 -0.002 -0.002 0.003 0.000
C -8.201381 -4.392042 0.411632 -0.010 0.012 0.009 0.000
C -7.350764 -3.286541 -0.188968 -0.001 0.005 -0.001 0.000
O -7.235210 -2.135363 0.630229 0.011 -0.005 -0.006 0.000
C -6.642505 -2.345040 1.902776 -0.016 -0.005 0.022 0.000
C -5.217852 -2.866963 1.840959 -0.012 0.036 -0.058 0.000
H -9.182301 -4.008694 0.695502 0.000 -0.004 0.000 0.000
H -8.339320 -5.186490 -0.323275 -0.009 0.004 -0.001 0.000
H -7.736935 -4.836176 1.292714 0.008 -0.009 -0.007 0.000
H -7.808237 -2.924434 -1.110346 -0.003 -0.015 -0.004 0.000
H -6.358839 -3.672970 -0.452785 0.004 0.008 0.011 0.000
H -7.267155 -3.007426 2.512724 -0.005 -0.010 -0.017 0.000
H -6.658492 -1.364523 2.378129 0.007 -0.013 0.017 0.000
H -5.166525 -3.882103 1.444118 0.003 -0.005 0.016 0.000
H -4.789420 -2.882754 2.844114 0.008 0.010 -0.001 0.000
H -4.607264 -2.219899 1.208895 0.002 0.001 0.014 0.000
```
Positions in Å, forces in eV/Å.

* HOMO energy (spin up / spin down): -7.9 / -9.2 eV
* ΔE to the lowest compared entry with this formula, charge and spin: 0.00 kcal per mole
* spin multiplicity: 2
* HOMO-LUMO gap (spin up / spin down): 8.5 / 9.8 eV

# 2
ORCA calculation (the ωB97M-V functional and the def2-TZVPD basis) on C14H31NO20S4Si2 as an isolated structure in a non-equilibrium geometry.

```
72
Properties=species:S:1:pos:R:3:forces:R:3:mulliken_charge:R:1
C 6.135767 3.819027 0.414113 0.317 -0.073 -0.698 -0.922
C 6.093019 3.049412 -0.924453 0.073 -0.302 0.632 -0.571
Si 5.280628 1.369092 -0.790281 0.539 0.295 -0.849 0.314
C 5.633724 0.657335 0.920897 -0.238 -0.251 -0.577 -0.604
C 5.435667 -0.841103 0.968606 -0.007 -0.626 1.223 -0.262
O 5.410325 -1.478041 2.002740 -0.095 0.548 -0.757 -0.478
O 3.662555 1.367047 -1.218926 0.346 -0.080 0.998 -0.120
Si 2.504177 1.406596 -0.056012 -0.967 0.485 -0.793 0.063
C 2.254895 3.090814 0.710016 -0.129 -0.145 0.633 -0.286
C 2.222956 2.996658 2.264955 0.353 -0.070 -0.492 -1.080
O 1.059671 0.985341 -0.863124 0.473 0.110 0.337 0.069
N 0.106501 0.283038 -0.083654 -0.112 -0.202 -0.202 0.252
O 0.345137 -0.855915 -0.037323 -0.127 -0.056 0.109 -0.309
H 5.175195 3.810252 0.917592 -0.069 0.247 0.188 0.118
H 6.456985 4.834457 0.214247 -0.237 0.268 0.195 0.326
H 6.895957 3.392460 1.063902 -0.092 -0.209 0.209 0.331
H 7.128347 2.835471 -1.197822 0.079 -0.049 -0.221 0.379
H 5.686114 3.650264 -1.733470 -0.200 0.043 -0.052 0.392
H 5.966923 0.480349 -1.755799 -0.126 -0.140 0.025 -0.260
H 5.135610 1.147698 1.753384 -0.067 -0.061 0.179 0.453
H 6.705780 0.808355 1.076391 0.148 0.110 -0.041 0.464
H 5.347666 -1.390951 0.013024 0.033 0.147 -0.100 0.316
H 2.677029 0.391060 0.994412 0.167 -0.123 -0.006 -0.182
H 1.277841 3.460543 0.409065 -0.046 0.012 -0.389 0.438
H 2.972874 3.831200 0.367039 0.171 -0.005 -0.070 0.282
H 2.617323 2.039183 2.600176 -0.031 -0.091 0.247 0.299
H 2.831107 3.766302 2.729380 -0.021 0.173 0.049 0.238
H 1.203521 3.089519 2.618548 -0.098 -0.020 0.202 0.362
C -1.549215 -0.265951 -3.166168 0.049 0.251 0.374 -0.144
C -2.786980 -1.034078 -2.758899 0.243 -0.036 -0.443 -0.125
O -3.874587 -0.209344 -3.220382 0.194 0.278 0.050 -0.323
S -3.445861 0.547723 -4.561471 0.188 -0.229 0.273 1.075
O -3.935754 -0.168410 -5.682595 -0.039 0.081 -0.193 -0.543
O -3.708459 1.930414 -4.396014 -0.160 0.108 -0.064 -0.542
O -1.870173 0.288689 -4.451564 -0.189 -0.222 -0.034 -0.339
H -1.343611 0.557706 -2.479720 0.011 -0.003 -0.010 0.235
H -0.671301 -0.901621 -3.241917 0.014 0.034 -0.222 0.287
H -2.854694 -1.183113 -1.691452 -0.203 0.134 0.079 0.264
H -2.844876 -1.993000 -3.265799 0.001 -0.060 0.018 0.207
C -6.526792 -4.693529 -0.672304 -0.217 -0.286 0.261 0.044
C -6.093238 -3.698510 0.380920 -0.130 0.382 -0.232 -0.353
O -4.700058 -3.986226 0.583104 -0.035 -0.286 -0.038 -0.346
S -4.049279 -4.479417 -0.792073 -0.414 0.066 0.059 0.987
O -3.406657 -3.378426 -1.421708 0.055 -0.385 0.084 -0.407
O -3.366102 -5.695682 -0.554460 0.228 -0.029 0.048 -0.569
O -5.409964 -4.770999 -1.573151 0.113 0.295 0.088 -0.324
H -6.695367 -5.683201 -0.247000 -0.029 0.007 -0.012 -0.074
H -7.417443 -4.374013 -1.204743 0.109 -0.009 -0.201 0.368
H -6.638160 -3.808058 1.313563 0.193 -0.094 0.110 0.327
H -6.185036 -2.670715 0.024160 -0.025 -0.011 0.000 0.280
C -7.336872 -8.717553 1.032100 0.041 0.184 0.328 -0.304
C -8.577619 -9.504105 1.397393 0.097 -0.379 -0.188 -0.351
O -9.662530 -8.693524 0.922650 0.175 0.302 0.081 -0.312
S -9.216493 -7.916870 -0.403025 0.224 -0.298 0.279 1.143
O -9.665193 -8.631975 -1.537465 -0.069 0.124 -0.218 -0.542
O -9.490121 -6.536700 -0.226072 -0.125 0.122 -0.070 -0.534
O -7.637083 -8.155285 -0.253086 -0.138 -0.174 -0.030 -0.284
H -7.159949 -7.900648 1.734838 -0.002 -0.025 0.021 0.255
H -6.448530 -9.338908 0.967246 0.011 0.028 -0.218 0.342
H -8.673308 -9.666001 2.466753 -0.186 0.149 0.012 0.306
H -8.611805 -10.463420 0.877687 0.037 -0.002 0.015 0.301
C 7.136345 9.044798 2.044779 -0.032 0.378 0.136 -0.321
C 6.406934 8.325019 3.159163 0.243 -0.351 0.028 -0.293
O 5.051535 8.246804 2.699591 0.029 0.265 -0.143 -0.320
S 5.028357 8.099865 1.104778 0.256 0.105 0.231 0.991
O 4.894088 6.729800 0.765598 -0.110 -0.044 -0.153 -0.367
O 4.162193 9.085250 0.577297 -0.200 -0.007 -0.052 -0.565
O 6.549734 8.528937 0.842891 -0.042 -0.253 0.131 -0.322
H 6.961017 10.121492 2.080345 0.001 -0.006 0.026 0.280
H 8.204958 8.850106 2.049716 -0.015 -0.118 -0.185 0.311
H 6.450091 8.857972 4.104234 -0.226 0.054 -0.013 0.316
H 6.784596 7.309277 3.294641 0.036 0.022 0.005 0.263
```
Positions in Å, forces in eV/Å.

* HOMO energy: -9.9 eV
* HOMO-LUMO gap: 9.7 eV

# 3
ORCA calculation (the ωB97M-V functional and the def2-TZVPD basis) on a 2-piece molecular cluster, C6H14NO overall in a non-equilibrium geometry.

```
22
Properties=species:S:1:pos:R:3:forces:R:3:lowdin_spin:R:1
C 3.937100 -0.739712 0.362894 -0.231 0.596 -0.343 0.022
N 3.504784 0.215180 -0.634272 -0.196 0.065 0.316 0.106
C 2.116936 0.290072 -0.720653 -0.024 -0.749 0.106 0.170
C 1.120409 0.578684 0.352886 -0.205 2.288 0.523 0.468
C -0.358850 0.537521 0.011567 0.151 -0.326 0.183 0.051
C -1.110741 -0.765228 0.349548 -0.615 0.039 -0.563 0.017
C -4.181979 0.574749 -0.306751 0.146 -0.286 -0.042 0.000
O -3.929380 -0.744610 -0.447167 -0.657 0.116 -0.156 0.000
H 3.252824 -0.801605 1.222271 0.172 -0.128 0.215 0.004
H 4.931194 -0.478886 0.739648 0.127 -0.032 0.120 0.000
H 4.022257 -1.773314 -0.058423 -0.053 -0.084 0.076 0.005
H 1.767679 0.545712 -1.740180 -0.220 -0.152 0.114 0.013
H -3.908293 1.194600 -1.202894 -0.139 0.073 -0.037 0.000
H 1.598839 -0.676614 -0.207999 0.390 -1.199 -1.244 0.064
H 1.397555 1.373601 1.075469 0.138 -0.395 0.222 0.065
H -0.512044 0.763747 -1.057305 -0.007 -0.073 0.009 0.007
H -0.865017 1.332047 0.566017 0.068 0.152 -0.049 0.005
H -1.076097 -0.967211 1.426541 0.155 -0.007 -0.034 0.001
H -2.200407 -0.748215 0.019364 0.997 -0.001 0.348 0.000
H -0.641620 -1.601451 -0.184280 0.076 -0.035 0.188 0.002
H -3.607887 1.069335 0.524571 -0.037 0.009 0.064 0.000
H -5.257258 0.821588 -0.090858 -0.037 0.129 -0.014 0.000
```
Positions in Å, forces in eV/Å.

* HOMO energy (spin up / spin down): 1.7 / 1.2 eV
* ΔE to the lowest compared entry with this formula, charge and spin: 80.07 kcal per mole
* net charge: -2
* spin multiplicity: 2
* HOMO-LUMO gap (spin up / spin down): 5.1 / 5.6 eV

Let's list M in order: 646.95, 717.83, 116.18 g/mol.
Let's list electronic energy in order: -2301.4236, -4283.2727, -366.7181 Eh.